Entry 1:
Computed, not measured: a structure of composition C32H60N2OP3Sn in a non-equilibrium geometry, with ωB97M-V/def2-TZVPD.

Values from the calculation:
**ΔE to the lowest compared entry with this formula, charge and spin**: 224.1 kJ/mol
**HOMO-LUMO gap (spin up / spin down)**: 3.81 / 4.21 eV
**Highest occupied orbital energy (spin up / spin down)**: -15.04 / -15.04 eV

```
! RIJCOSX wB97M-V def2-TZVPD def2/J DEFGRID3
* xyz 3 1
C -1.181 2.440 1.255
C -0.295 2.149 -0.886
C -2.033 3.442 0.788
C -1.218 3.051 -1.445
C -2.110 3.690 -0.588
H -2.652 3.967 1.513
H -1.185 3.228 -2.521
H -2.850 4.384 -0.979
N -0.489 1.694 0.378
P -0.533 0.379 3.094
P 0.409 0.342 -3.342
C -0.980 2.142 2.747
H -0.170 2.784 3.145
H -1.888 2.436 3.295
C 1.933 -3.070 0.202
O 2.736 -3.882 0.182
C 0.926 1.725 -1.622
H 1.184 2.503 -2.341
C 1.602 0.670 -4.741
C -0.283 -1.420 -3.451
C 1.032 0.236 4.166
C -2.124 -0.246 3.909
C 2.978 0.168 -4.273
H 2.995 -0.924 -4.162
H 3.716 0.446 -5.040
H 3.291 0.613 -3.319
C 1.241 0.009 -6.093
H 1.283 -1.086 -6.097
H 0.255 0.333 -6.449
H 1.997 0.352 -6.817
C 1.597 2.187 -5.019
H 2.236 2.394 -5.892
H 0.574 2.512 -5.257
H 1.963 2.792 -4.184
C 0.757 -2.457 -3.894
H 1.531 -2.607 -3.129
H 0.230 -3.410 -4.041
H 1.257 -2.215 -4.835
C -0.852 -1.876 -2.093
H -0.048 -2.192 -1.406
H -1.446 -1.086 -1.616
H -1.504 -2.753 -2.231
C -1.437 -1.255 -4.461
H -1.076 -1.055 -5.475
H -2.045 -2.168 -4.488
H -2.089 -0.420 -4.162
C -1.950 -1.721 4.311
H -2.912 -2.084 4.704
H -1.667 -2.363 3.463
H -1.206 -1.846 5.112
C -3.249 -0.096 2.870
H -3.428 0.955 2.608
H -3.048 -0.652 1.945
H -4.182 -0.489 3.301
C -2.507 0.572 5.155
H -3.466 0.177 5.523
H -1.778 0.475 5.967
H -2.651 1.637 4.938
C 2.090 1.199 3.597
H 1.766 2.248 3.662
H 3.005 1.094 4.201
H 2.345 0.957 2.553
C 1.577 -1.205 4.072
H 1.848 -1.479 3.039
H 2.491 -1.260 4.683
H 0.866 -1.950 4.454
C 0.754 0.590 5.634
H 0.291 1.581 5.741
H 0.135 -0.167 6.138
H 1.721 0.616 6.160
Sn 0.341 -0.604 0.727
N 2.078 0.380 0.048
C 2.016 1.372 -0.751
C 3.227 2.403 -0.628
C 3.384 3.316 -1.836
C 2.980 3.309 0.580
C 4.504 1.607 -0.384
H 3.532 2.754 -2.767
H 2.524 3.988 -1.948
H 4.270 3.955 -1.696
H 2.925 2.728 1.508
H 3.809 4.026 0.690
H 2.047 3.878 0.483
H 5.340 2.267 -0.129
H 4.336 0.913 0.447
H 4.766 1.016 -1.268
C -4.465 -5.313 -0.127
P -3.133 -4.092 -0.466
C -4.013 -2.562 0.067
C -2.108 -4.362 1.042
H -4.057 -6.320 -0.287
H -4.851 -5.229 0.898
H -5.279 -5.149 -0.846
H -4.934 -2.457 -0.524
H -4.268 -2.598 1.136
H -3.376 -1.688 -0.132
H -2.658 -4.095 1.955
H -1.822 -5.422 1.084
H -1.195 -3.757 0.969
*
```

Atomic partial charges in e from the Löwdin method, atoms 1 to 2: -0.28, -0.29

---

Entry 2:
Computed, not measured: a cluster of 3 separate species, C32H60N6O6P2S in total in a non-equilibrium geometry, with ωB97M-V/def2-TZVPD.

Values from the calculation:
**SMILES**: C#CCCCC1=CC(=O)C(S)=C(CCCCCCOC(=O)C=C)C1=O.CN(C)P(=O)(N(C)C)N(C)C.CN(C)P(=O)(N(C)C)N(C)C
**HOMO-LUMO gap**: 6.10 eV
**Highest occupied orbital energy**: -7.71 eV

```
! RIJCOSX wB97M-V def2-TZVPD def2/J DEFGRID3
* xyz 0 1
C 8.491 -2.577 5.073
C 7.970 -1.874 3.980
C 7.449 -1.041 2.667
C 6.982 -2.153 1.508
C 5.515 -1.792 0.868
C 4.446 -3.035 0.837
C 4.742 -4.446 0.447
C 3.477 -5.535 0.520
O 3.330 -6.520 -0.376
C 2.420 -5.271 1.788
S 1.652 -6.765 2.695
C 2.109 -3.836 2.173
C 1.127 -3.448 3.428
C -0.475 -3.447 3.084
C -1.035 -2.079 2.374
C -0.385 -0.685 2.940
C -1.474 0.562 3.075
C -0.813 1.687 4.117
O -0.409 2.938 3.422
C 0.931 3.389 3.919
O 1.112 3.933 5.151
C 2.315 3.299 2.989
C 2.724 2.075 2.232
C 2.866 -2.684 1.257
O 2.300 -1.555 0.818
H 9.060 -3.110 5.964
H 6.556 -0.360 3.025
H 8.264 -0.290 2.229
H 7.795 -2.032 0.643
H 7.082 -3.243 1.932
H 5.565 -1.316 -0.218
H 5.039 -0.944 1.559
H 5.837 -4.728 0.144
H 0.332 -6.977 2.221
H 1.536 -2.462 3.907
H 1.289 -4.298 4.250
H -0.725 -4.346 2.340
H -1.044 -3.708 4.085
H -0.999 -2.176 1.185
H -2.201 -2.028 2.629
H 0.393 -0.322 2.111
H 0.142 -0.783 3.988
H -1.495 1.072 2.003
H -2.547 0.210 3.406
H 0.156 1.292 4.658
H -1.652 1.908 4.918
H 3.059 4.229 2.899
H 2.382 1.948 1.116
H 3.327 1.238 2.791
C -0.310 -0.825 -4.589
N 0.072 0.535 -4.264
C -0.912 1.474 -4.809
P 1.611 1.216 -3.956
O 1.058 1.958 -2.715
N 2.569 0.179 -2.937
C 2.095 -1.124 -2.466
C 3.160 0.842 -1.764
N 2.248 0.362 -5.383
C 1.849 0.889 -6.683
C 2.947 -0.902 -5.493
H -0.028 -1.119 -5.603
H -1.396 -0.966 -4.508
H 0.085 -1.555 -3.888
H -0.707 1.694 -5.859
H -0.902 2.419 -4.257
H -1.938 1.094 -4.737
H 1.174 -1.045 -1.881
H 2.854 -1.615 -1.841
H 1.949 -1.835 -3.280
H 2.426 0.952 -0.953
H 3.539 1.832 -2.024
H 4.005 0.266 -1.371
H 0.955 0.385 -7.059
H 2.635 0.774 -7.437
H 1.635 1.961 -6.618
H 2.262 -1.751 -5.432
H 3.738 -1.014 -4.746
H 3.468 -0.995 -6.453
C -6.666 1.535 -1.693
N -5.758 1.046 -0.674
C -5.967 -0.390 -0.467
P -5.021 1.854 0.641
O -3.655 1.212 0.296
N -4.429 3.422 0.168
C -4.607 3.960 -1.182
C -3.027 3.687 0.528
N -6.591 2.592 1.039
C -7.586 1.711 1.640
C -7.141 3.886 0.690
H -7.670 1.736 -1.311
H -6.776 0.812 -2.511
H -6.297 2.423 -2.197
H -6.797 -0.573 0.220
H -5.072 -0.862 -0.049
H -6.178 -0.921 -1.402
H -4.151 3.322 -1.946
H -4.164 4.961 -1.267
H -5.655 4.132 -1.429
H -2.334 3.217 -0.184
H -2.803 3.311 1.528
H -2.819 4.762 0.533
H -8.237 1.271 0.881
H -8.223 2.235 2.361
H -7.101 0.897 2.189
H -7.522 3.903 -0.334
H -6.426 4.701 0.830
H -7.986 4.155 1.337
*
```

Atomic partial charges in e from the Löwdin method, atoms 1 to 2: 0.04, -0.12

---

Entry 3:
Computed, not measured: a cluster of 6 separate species, C32H60NO20 in total in a non-equilibrium geometry, with ωB97M-V/def2-TZVPD.

Values from the calculation:
**HOMO-LUMO gap**: 7.27 eV
**Highest occupied orbital energy**: -5.14 eV

```
! RIJCOSX wB97M-V def2-TZVPD def2/J DEFGRID3
* xyz -1 1
C 4.067 -4.468 -2.773
C 3.256 -3.232 -2.337
C 3.805 -1.886 -2.852
C 4.390 -0.960 -1.775
C 3.417 -0.573 -0.646
C 2.819 0.830 -0.796
C 1.983 0.976 -2.071
C 0.612 0.342 -1.935
N -0.192 0.631 -3.136
C 0.512 -0.069 -4.347
O 0.358 -1.284 -4.371
O 1.083 0.718 -5.053
C -1.524 0.268 -2.953
O -2.495 0.961 -3.153
O -1.684 -0.996 -2.462
C -3.002 -1.490 -2.362
C -2.845 -2.978 -2.209
O -3.564 -3.663 -1.520
H 4.643 -4.890 -1.945
H 3.417 -5.266 -3.140
H 4.774 -4.229 -3.569
H 3.222 -3.209 -1.244
H 2.226 -3.340 -2.682
H 4.589 -2.082 -3.591
H 3.013 -1.363 -3.394
H 4.739 -0.041 -2.259
H 5.282 -1.437 -1.350
H 3.918 -0.643 0.325
H 2.591 -1.291 -0.612
H 3.616 1.578 -0.787
H 2.196 1.036 0.086
H 1.861 2.029 -2.333
H 2.524 0.495 -2.884
H 0.098 0.769 -1.063
H 0.704 -0.741 -1.783
H -3.553 -1.060 -1.523
H -3.555 -1.275 -3.285
H -2.002 -3.408 -2.777
C -3.423 -4.544 2.380
C -2.224 -4.349 1.481
O -1.122 -3.741 2.189
C -0.409 -4.550 2.958
O -0.570 -5.734 3.112
O 0.528 -3.815 3.572
C 1.345 -4.548 4.488
H -3.711 -3.600 2.844
H -4.262 -4.909 1.786
H -3.211 -5.268 3.167
H -2.448 -3.651 0.681
H -1.890 -5.286 1.041
H 1.769 -5.427 4.007
H 0.763 -4.855 5.356
H 2.132 -3.861 4.785
C -6.409 -4.186 -3.036
C -6.878 -3.262 -1.938
O -7.655 -2.161 -2.456
C -8.918 -2.436 -2.748
O -9.479 -3.494 -2.610
O -9.470 -1.342 -3.285
C -10.825 -1.506 -3.703
H -5.853 -3.629 -3.791
H -5.749 -4.942 -2.614
H -7.251 -4.681 -3.520
H -6.034 -2.790 -1.442
H -7.473 -3.792 -1.194
H -11.436 -1.891 -2.889
H -10.884 -2.189 -4.549
H -11.158 -0.515 -3.995
C 3.080 8.317 -0.816
C 3.460 7.346 -1.913
O 2.921 6.038 -1.679
C 1.625 5.880 -1.982
O 0.905 6.733 -2.434
O 1.296 4.629 -1.702
C -0.074 4.276 -1.951
H 3.380 7.924 0.156
H 3.586 9.270 -0.975
H 2.006 8.491 -0.811
H 4.538 7.189 -1.938
H 3.133 7.698 -2.891
H -0.361 4.530 -2.968
H -0.725 4.784 -1.242
H -0.127 3.200 -1.819
C -3.355 0.348 8.540
C -3.899 0.814 7.207
O -2.864 0.944 6.221
C -2.474 -0.202 5.652
O -2.920 -1.294 5.902
O -1.483 0.066 4.814
C -0.929 -1.084 4.152
H -2.558 1.011 8.877
H -4.151 0.354 9.286
H -2.962 -0.664 8.462
H -4.320 1.815 7.282
H -4.666 0.138 6.832
H -1.710 -1.660 3.664
H -0.403 -1.711 4.868
H -0.235 -0.695 3.415
C 4.142 4.162 0.700
C 5.279 4.175 -0.292
O 6.458 4.817 0.247
C 7.190 4.078 1.068
O 6.987 2.938 1.394
O 8.191 4.840 1.532
C 9.042 4.180 2.471
H 3.934 5.175 1.049
H 3.244 3.774 0.222
H 4.383 3.536 1.558
H 5.022 4.768 -1.165
H 5.539 3.169 -0.621
H 9.417 3.245 2.061
H 8.505 3.976 3.396
H 9.859 4.872 2.655
*
```

Atomic partial charges in e from the Löwdin method, atoms 1 to 2: -0.11, -0.24

---

Entry 4:
Computed, not measured: a cluster of 6 separate species, C32H62BClN2O8S in total in a non-equilibrium geometry, with ωB97M-V/def2-TZVPD.

Values from the calculation:
**SMILES**: CB(O)c1c(CCOC=O)cc2ncc(Cl)nc2c1S.CCOCC.CCOCC.CCOCC.CCOCC.CCOCC
**HOMO-LUMO gap**: 8.56 eV
**Highest occupied orbital energy**: -9.02 eV

```
! RIJCOSX wB97M-V def2-TZVPD def2/J DEFGRID3
* xyz 0 1
C -5.016 2.505 1.482
B -3.547 1.891 1.440
O -2.710 2.176 2.508
C -2.935 1.008 0.266
C -2.738 1.478 -1.100
C -3.194 2.905 -1.415
C -2.783 3.441 -2.795
O -1.555 4.176 -2.618
C -0.728 4.152 -3.703
O 0.295 4.783 -3.635
C -2.165 0.647 -2.012
C -1.739 -0.682 -1.703
N -1.145 -1.405 -2.697
C -0.796 -2.596 -2.292
C -1.046 -3.101 -0.976
Cl -0.531 -4.764 -0.661
N -1.612 -2.439 -0.014
C -1.949 -1.172 -0.402
C -2.557 -0.284 0.568
S -2.812 -0.895 2.247
H -5.741 1.850 2.004
H -5.410 2.829 0.508
H -4.963 3.419 2.108
H -3.213 2.145 3.332
H -2.832 3.592 -0.629
H -4.297 2.934 -1.359
H -2.734 2.681 -3.587
H -3.542 4.175 -3.126
H -0.997 3.526 -4.580
H -1.980 0.997 -3.032
H -0.281 -3.251 -3.003
H -4.096 -1.320 2.363
C 1.932 3.189 -1.723
C 1.042 2.133 -1.088
O 1.605 0.830 -1.078
C 2.827 0.689 -0.377
C 2.731 1.053 1.095
H 2.178 2.914 -2.751
H 1.426 4.151 -1.729
H 2.872 3.308 -1.181
H 0.117 2.059 -1.661
H 0.755 2.428 -0.072
H 3.616 1.266 -0.872
H 3.109 -0.361 -0.468
H 2.456 2.100 1.243
H 3.690 0.886 1.589
H 1.972 0.443 1.590
C 2.539 -5.704 0.982
C 1.755 -6.806 1.672
O 2.401 -8.067 1.652
C 3.670 -8.129 2.279
C 3.643 -7.767 3.754
H 2.742 -5.975 -0.056
H 1.977 -4.770 0.997
H 3.500 -5.521 1.467
H 0.805 -6.944 1.154
H 1.508 -6.524 2.700
H 4.391 -7.507 1.737
H 4.010 -9.160 2.172
H 3.315 -6.739 3.917
H 4.638 -7.873 4.188
H 2.955 -8.420 4.294
C -0.002 2.716 -8.771
C 0.512 2.208 -7.435
O -0.351 1.272 -6.808
C -0.613 0.078 -7.527
C 0.631 -0.738 -7.831
H -0.987 3.172 -8.652
H 0.682 3.459 -9.182
H -0.100 1.912 -9.503
H 0.597 3.050 -6.745
H 1.518 1.789 -7.537
H -1.169 0.302 -8.444
H -1.281 -0.513 -6.898
H 1.333 -0.194 -8.465
H 0.360 -1.661 -8.347
H 1.153 -0.994 -6.908
C -0.917 -3.574 7.785
C -2.055 -3.733 6.790
O -1.793 -3.151 5.526
C -0.671 -3.657 4.823
C -0.764 -5.141 4.519
H -0.683 -2.517 7.930
H -1.193 -4.008 8.748
H -0.006 -4.068 7.447
H -2.939 -3.228 7.180
H -2.326 -4.788 6.674
H 0.252 -3.424 5.365
H -0.625 -3.105 3.882
H -0.807 -5.745 5.428
H 0.104 -5.464 3.945
H -1.665 -5.356 3.940
C -0.503 6.022 1.434
C 0.279 5.125 2.379
O 1.518 4.686 1.851
C 2.458 5.695 1.515
C 2.870 6.565 2.690
H -0.687 5.510 0.487
H -1.462 6.295 1.879
H 0.033 6.945 1.209
H -0.304 4.223 2.575
H 0.429 5.613 3.348
H 2.076 6.304 0.689
H 3.337 5.174 1.133
H 2.026 7.115 3.108
H 3.621 7.292 2.377
H 3.289 5.952 3.490
*
```

Atomic partial charges in e from the Löwdin method, atoms 1 to 2: 0.00, -0.52

---

| no. | energy (a.u.) |
| --- | --- |
| 1 | -2677.3578 |
| 2 | -3115.1265 |
| 3 | -2815.0180 |
| 4 | -2851.1117 |